Entry 1:
22
Properties=species:S:1:pos:R:3 method="wB97M-V/def2-TZVPD" homo_lumo_gap_ev=8.9 charge=0 lumo_energy_ev=0.9 relative_energy_kcal_mol=90.4
C -0.81900 1.46474 -1.42854
C -0.52314 -1.81540 -0.42274
C 2.12915 -1.17704 0.95423
N -1.05767 0.62142 -0.14789
C -0.11864 -0.46266 0.09744
C 1.07882 -0.14549 0.63775
N -2.43629 0.18545 -0.00965
N 1.45606 1.15081 0.94903
O -0.44897 2.61412 -0.76652
H -0.78713 1.85837 0.21813
H -2.52214 -0.23753 0.91153
H -2.99239 1.03775 0.01948
H 1.07842 1.90736 0.38427
H 2.41752 1.28204 1.21447
H -1.76378 1.52628 -1.98989
H -0.03025 0.99360 -2.02875
H -1.28224 -2.30136 0.19555
H -0.94809 -1.72270 -1.42582
H 0.33077 -2.48444 -0.50097
H 2.58811 -0.94555 1.91876
H 2.92175 -1.16508 0.20041
H 1.72916 -2.18470 1.01971

***

Entry 2:
22
Properties=species:S:1:pos:R:3 method="wB97M-V/def2-TZVPD" homo_lumo_gap_ev=9.8 charge=0 lumo_energy_ev=0.8 relative_energy_kcal_mol=72.6
C -1.22186 1.87126 0.33049
C -0.96501 0.38648 0.22931
O -1.89463 -0.41458 0.24898
C 0.49467 -0.12803 0.37987
C 1.44119 0.87874 1.02839
C 0.50413 -1.43496 1.17868
N 0.97958 -0.41409 -0.99518
N -0.00023 -0.51884 -2.00206
N -0.61173 -1.77007 -1.96067
H -0.58102 2.42617 -0.35461
H -2.26646 2.07394 0.10336
H -1.01722 2.21230 1.34546
H 1.12044 1.10079 2.04416
H 2.43889 0.44919 1.07996
H 1.50075 1.80866 0.46552
H 1.50579 -1.85786 1.16298
H 0.19657 -1.25424 2.20691
H -0.17016 -2.15543 0.72668
H 1.62867 0.30720 -1.30555
H -0.76510 0.23764 -1.71690
H -1.40355 -1.78593 -1.29550
H -0.91372 -2.01834 -2.90029

***

Entry 3:
22
Properties=species:S:1:pos:R:3 method="wB97M-V/def2-TZVPD" homo_lumo_gap_ev=9.5 charge=0 lumo_energy_ev=0.8 relative_energy_kcal_mol=39.7
C 1.55384 -1.59393 -0.14824
C 0.44212 -0.55494 -0.19853
N 0.29485 0.03572 -1.47432
C -1.12695 -1.26297 0.21172
N -2.17901 -0.27259 0.06503
C 0.52388 0.37870 0.95688
C 0.75840 2.01419 0.41756
N -0.39790 2.60558 0.03806
O 1.85444 2.53913 0.35200
H 2.34135 -1.42231 -0.88092
H 1.19652 -2.61387 -0.28350
H 2.09406 -1.58583 0.80050
H -0.30234 -0.47377 -2.11483
H 1.16573 0.27559 -1.92804
H -1.22148 -2.02476 -0.56287
H -1.10217 -1.78515 1.17517
H -2.43651 0.12617 0.96020
H -3.01772 -0.68900 -0.32308
H 1.41138 0.23299 1.56477
H -0.28403 0.48009 1.67421
H -1.20457 2.00499 -0.09643
H -0.36389 3.58596 -0.20535

***

Entry 4:
22
Properties=species:S:1:pos:R:3 method="wB97M-V/def2-TZVPD" homo_lumo_gap_ev=7.7 charge=0 lumo_energy_ev=0.8 relative_energy_kcal_mol=112.4
C -1.78395 0.13669 0.99809
C -1.37073 0.61336 -1.85713
C -0.60197 -0.37619 -1.01713
N -0.97321 -0.77374 0.22029
H -0.18502 -1.18288 -1.61954
H -1.34716 1.14095 1.13911
H -2.78271 0.29473 0.56501
H -1.94116 -0.29689 1.98937
H -0.87496 0.77929 -2.81365
H -2.37087 0.21324 -2.04175
H -1.47360 1.56797 -1.34374
C 1.72478 -1.68973 0.39049
C 1.21051 -0.28703 0.48209
N 1.34142 0.34014 1.65216
O 0.87921 1.82926 -0.38007
N 1.08880 0.42723 -0.68887
H 1.49201 2.26629 -0.98129
H 1.03846 1.30231 1.69290
H 1.34766 -0.19967 2.50068
H 1.34154 -2.28664 1.21627
H 2.81775 -1.66030 0.43645
H 1.42317 -2.15840 -0.53977

***

Entry 5:
22
Properties=species:S:1:pos:R:3 method="wB97M-V/def2-TZVPD" homo_lumo_gap_ev=10.3 charge=0 lumo_energy_ev=0.8 relative_energy_kcal_mol=39.8
H -2.99265 1.64059 -1.66854
N -2.77497 0.78923 -1.13409
C -1.49451 0.71944 -0.93545
C -0.86733 -0.43928 -0.13880
N -1.42738 -0.45429 1.19702
N -1.40338 -1.68798 -0.65501
C 0.69413 -0.37081 -0.17049
O 1.27255 -1.59558 0.30889
C 1.26151 0.78639 0.66892
C 2.76262 0.95902 0.47417
H -0.82258 1.49902 -1.33406
H -2.41772 -0.21694 1.09478
H -1.45209 -1.43929 1.46024
H -0.95955 -1.89363 -1.54904
H -2.38741 -1.51120 -0.88061
H 1.02539 -0.25705 -1.21039
H 0.69791 -1.88399 1.04222
H 1.08355 0.59527 1.73395
H 0.76669 1.72940 0.41386
H 2.98974 1.24678 -0.55720
H 3.30744 0.03843 0.70405
H 3.13802 1.74646 1.13557

***

Entry 6:
22
Properties=species:S:1:pos:R:3 method="wB97M-V/def2-TZVPD" homo_lumo_gap_ev=10.5 charge=+2 lumo_energy_ev=-6.6 relative_energy_kcal_mol=33.1
C 1.99800 0.48960 -0.78077
C 0.54370 0.48808 -1.24643
C -0.56585 0.25459 -0.20773
C -1.69436 -0.55917 -0.31086
N -2.42293 -0.55371 0.86343
C -1.75548 0.29791 1.76703
N -0.68863 0.77684 1.11115
N 2.84132 1.35796 -1.81005
H 2.19054 1.04842 0.19060
H 2.27077 -0.58193 -0.72388
H 0.28279 1.53873 -1.69021
H 0.29365 -0.15779 -2.05359
H -2.12793 -1.19186 -1.14302
H -3.36251 -0.91914 1.12349
H -2.11819 0.53408 2.74956
H -0.02573 1.38220 1.60538
H 2.73403 1.06879 -2.79368
H 2.38923 2.23893 -1.95679
H 3.86486 1.54843 -1.53912
H -1.52259 -3.65768 1.94145
H -1.38672 -2.63389 2.89219
O -1.73794 -2.76938 2.01186

***

Entry 7:
23
Properties=species:S:1:pos:R:3 method="wB97M-V/def2-TZVPD" homo_lumo_gap_ev=9.7 charge=0 lumo_energy_ev=0.5 relative_energy_kcal_mol=11.1
H 2.74903 2.03521 0.26593
N 1.84995 2.18496 -0.17089
C 0.85176 1.77340 0.48144
N 0.87161 0.97595 1.61578
N -0.46931 1.98389 0.07432
C -0.64877 2.51063 -1.27819
C -0.22356 1.57324 -2.40090
H 1.66785 0.80104 2.20394
H 0.08279 1.08509 2.23573
H -0.94957 1.09550 0.15499
H -0.23815 3.52621 -1.33978
H -1.71474 2.66231 -1.39772
H 0.71809 1.09365 -2.17991
H -0.02951 2.15294 -3.31564
H -0.98363 0.84579 -2.66816
C -1.34808 -3.52175 0.86544
C 0.15111 -3.47241 0.93625
O 0.89352 -4.32364 0.53856
O 0.54544 -2.32652 1.52198
H -1.72614 -4.53842 0.72424
H -1.71674 -3.00556 -0.03280
H -1.81365 -3.01422 1.71175
H 1.48071 -2.09728 1.45363

***

Entry 8:
23
Properties=species:S:1:pos:R:3 method="wB97M-V/def2-TZVPD" homo_lumo_gap_ev=9.1 charge=0 lumo_energy_ev=0.5 relative_energy_kcal_mol=103.3
C 2.05011 0.86517 -3.40308
C 1.46995 -0.43436 -2.93582
N 0.32313 -0.58181 -2.02486
C -0.67625 0.22118 -1.79421
N -0.60719 1.66448 -2.26906
N -1.98139 -0.11937 -1.35313
H 1.48910 1.77136 -3.72335
H 2.71511 0.94010 -4.34016
H 2.57637 1.27152 -2.72233
H 1.21756 -1.13673 -3.82467
H 2.19747 -0.98526 -2.53656
H -0.86233 2.19528 -1.42610
H -1.07846 1.76426 -3.17645
H -2.02278 -0.77767 -0.52614
H -2.73195 0.30587 -1.65396
C 0.31816 -1.38546 4.40278
C -0.34567 -0.53196 3.47919
O -1.43870 -0.66586 2.99439
O 0.61764 0.50910 3.09845
H 0.15681 -2.37645 4.15299
H 0.00562 -0.82865 5.45180
H 1.42056 -0.96288 4.39133
H 0.44571 0.92291 2.22703

***

Entry 9:
22
Properties=species:S:1:pos:R:3 method="wB97M-V/def2-TZVPD" homo_lumo_gap_ev="7.8 / 8.0" charge=+1 lumo_energy_ev="-3.9 / -3.9" relative_energy_kcal_mol=104.5
C -2.25580 -0.19887 0.04494
C -0.75038 -0.61968 0.59214
C 0.19132 0.47557 0.33612
C 0.94262 1.27236 1.30294
C 1.72329 -0.93881 -1.08929
N -2.37035 0.96233 -0.44290
N -1.38863 1.62043 -0.94999
N -3.26062 -1.09982 -0.06105
N 0.82876 0.28510 -1.05400
H -0.93663 -0.81259 1.60290
H -0.38117 -1.58305 0.11932
H 2.00098 1.03837 1.59585
H 0.27342 1.27602 2.11327
H 1.14857 2.22148 0.79078
H 2.05959 -1.14046 -0.09846
H 1.31084 -1.83522 -1.59436
H 2.54978 -0.58863 -1.56978
H -1.66832 2.55701 -0.72978
H -3.04879 -1.98188 0.34886
H -3.74735 -0.96727 -0.95209
H -0.05542 0.27465 -1.69897
H 1.27016 1.22481 -1.24870

***

Entry 10:
23
Properties=species:S:1:pos:R:3 method="wB97M-V/def2-TZVPD" homo_lumo_gap_ev=8.7 charge=+1 lumo_energy_ev=-2.9 relative_energy_kcal_mol=83.8
C 0.46938 -0.63938 1.74069
C 0.27377 -0.68852 -2.01335
C 1.32371 -0.19264 -0.87601
C -1.11387 -0.42960 -1.38888
C 0.44962 0.73911 -0.10909
N -0.82944 0.62193 -0.42491
N -0.10884 -1.75483 1.60263
N 1.02532 1.62132 0.67442
N -1.77638 1.50528 0.21348
O 0.65136 0.01806 2.87632
H 0.52215 -0.09563 -2.82904
H 0.47730 -1.71144 -2.24661
H 1.48159 -1.08545 -0.20252
H 2.24427 0.15010 -1.26349
H -1.86099 -0.07224 -2.18479
H -1.33639 -1.38152 -1.01430
H 0.03972 -2.30684 0.61092
H -0.55440 -2.37187 2.31911
H 2.04284 1.84506 0.67032
H 1.01902 1.01017 2.65427
H 0.34479 2.18701 1.19363
H -2.63414 1.00549 0.56419
H -2.15039 2.02643 -0.56700

***

Entry 11:
24
Properties=species:S:1:pos:R:3 method="wB97M-V/def2-TZVPD" homo_lumo_gap_ev="7.7 / 7.7" charge=+1 lumo_energy_ev="-3.2 / -3.2" relative_energy_kcal_mol=14.4
C 0.15515 0.11297 2.13133
N -0.77986 0.06590 0.99597
C -0.49719 -1.14239 0.20219
N -1.54606 -1.98217 0.16580
C 0.27656 -0.57745 -1.39055
N 0.62968 -1.47005 -2.28309
C 1.18863 0.58842 -1.14754
O 2.29327 0.16693 -0.39106
N 0.45340 1.65443 -0.45362
C -0.76815 1.36422 0.17406
O -1.81575 1.18137 -0.71166
H 1.17074 0.15828 1.74104
H -0.05171 0.97384 2.76601
H 0.05655 -0.79807 2.71656
H -1.74577 -0.00584 1.34861
H -2.50586 -1.64877 0.15768
H -1.40800 -2.85572 -0.31269
H 0.05402 -2.27947 -2.44951
H 1.54735 -1.46336 -2.71609
H 1.51151 0.99901 -2.11982
H 3.01377 0.80163 -0.45125
H 1.07350 2.22166 0.10902
H -0.99550 2.17606 0.88927
H -1.69104 1.73142 -1.49346

***

Entry 12:
20
Properties=species:S:1:pos:R:3 method="wB97M-V/def2-TZVPD" homo_lumo_gap_ev="2.5 / 9.6" multiplicity=2 charge=-1 lumo_energy_ev="3.5 / 3.4" relative_energy_kcal_mol=61.3
C 0.62402 0.35499 2.69266
N -0.41419 0.41363 1.58741
C -0.12043 -0.53506 0.44227
C -0.80079 -0.24387 -0.83540
C -0.51846 1.22941 -1.12160
C -1.55205 2.11370 -1.34281
H 1.36846 1.12511 2.65888
H 1.15100 -0.63618 2.73102
H 0.08894 0.67071 3.70011
H -1.19859 -0.08660 1.99717
H -0.34726 -1.54901 0.75789
H 1.00746 -0.58938 0.35418
H -1.83610 -0.48512 -0.88696
H -0.26473 -0.94119 -1.61653
H 0.55624 1.41859 -1.11877
H -2.68682 1.98538 -1.34738
H -1.21459 3.20604 -1.54564
H 1.62994 -2.15269 -2.94754
H 2.73100 -2.76546 -2.12323
O 1.79695 -2.53302 -2.03573

***

Number 1: total energy -437.71007 a.u.. Number 2: total energy -437.73838 a.u.. Number 3: total energy -437.79085 a.u.. Number 4: total energy -437.67494 a.u.. Number 5: total energy -437.79069 a.u.. Number 6: total energy -437.20551 a.u.. Number 7: total energy -513.07762 a.u.. Number 8: total energy -512.93072 a.u.. Number 9: total energy -416.94236 a.u.. Number 10: total energy -492.21620 a.u.. Number 11: total energy -567.47335 a.u.. Number 12: total energy -328.17523 a.u..